This record from the OMol25 dataset describes C6H9ClN5 as an isolated structure in a non-equilibrium geometry. The level of theory is wB97M-V/def2-TZVPD.

Structure (ORCA input):
```
! wB97M-V def2-TZVPD RIJCOSX def2/J DEFGRID3
* xyz 1 1
C 3.07 -2.28 -0.15
C 1.81 -1.95 0.22
C 3.89 -0.06 0.01
C 2.71 0.63 0.18
C -0.67 0.38 -0.24
C -2.02 0.74 0.31
N 4.09 -1.34 -0.12
N 2.41 1.79 0.37
N 1.35 -0.73 0.21
N -0.13 1.13 -1.21
N 0.03 -0.46 0.50
Cl 5.33 0.98 -0.02
H 3.26 -3.26 -0.30
H 1.03 -2.83 0.44
H -2.33 1.61 -0.03
H -2.04 0.90 1.36
H -2.90 -0.07 0.12
H 1.59 2.39 0.26
H -0.72 1.80 -1.66
H 0.68 0.70 -1.58
H -0.62 -1.08 1.03
*
```

Summary:
Relative energy (zero: lowest compared OMol25 entry of this formula, charge and spin), kJ/mol: 450.8
HOMO-LUMO gap, eV: 7.446
E_tot, Ha: -967.61126
HOMO level, eV: -11.74
Max |F|, eV Å⁻¹: 5.409